No. 1
A cluster of 6 separate species, C12H18F3N3O15 in total at a distorted geometry, computed with ωB97M-V with the def2-TZVPD basis set.

Summary:
- Net charge: +1
- 2S+1: 2
- Calculated total energy: -2059.8006 Ha

Structure (XYZ):
```
51
Properties=species:S:1:pos:R:3:lowdin_charge:R:1
C 3.9565 -1.6019 1.1196 0.046
N 4.4711 -0.2095 0.8872 -0.476
O 5.3484 0.0454 0.1017 0.086
O 3.9433 0.5911 1.5690 0.073
H 3.1107 -1.8976 0.4989 0.093
H 3.8291 -1.7585 2.1907 0.105
H 4.8708 -2.1857 1.0122 0.099
C -1.1216 3.3458 3.5591 0.033
N -1.8308 4.3294 4.4751 -0.472
O -1.4331 5.4841 4.4302 0.062
O -2.7336 3.9227 5.1032 0.097
H -1.7160 3.1624 2.6640 0.093
H -1.1178 2.5107 4.2595 0.090
H -0.1444 3.7300 3.2666 0.091
C 1.0351 2.5827 -3.7539 0.085
N -0.4340 2.3511 -4.0031 -0.344
O -1.2420 2.6226 -3.1286 0.146
O -0.7273 1.8186 -5.1166 0.139
H 1.2838 1.6813 -3.1938 0.087
H 1.0828 3.5307 -3.2180 0.120
H 1.6260 2.5395 -4.6689 0.110
C 0.8092 -2.2934 -3.8666 0.000
C 1.5695 -3.0672 -4.9709 -0.292
O 0.9820 -2.6081 -6.1521 0.213
C 0.1596 -1.5958 -5.8982 -0.410
O -0.5124 -0.9555 -6.7181 0.387
O 0.1948 -1.2536 -4.6213 0.122
F 1.2302 -4.3473 -4.8698 0.128
H 1.5756 -1.9360 -3.1788 0.151
H 0.0974 -3.0419 -3.5186 0.158
H 2.6453 -2.8937 -4.9426 0.186
C -2.8870 -1.1191 3.3228 -0.052
C -3.7738 -0.8001 4.4981 -0.296
O -3.8851 -2.1122 5.1058 0.141
C -3.2092 -3.0523 4.4683 -0.548
O -3.3206 -4.2552 4.6910 0.139
O -2.5299 -2.5039 3.4423 0.070
F -4.8876 -0.1809 4.1419 0.113
H -2.0225 -0.4778 3.1510 0.120
H -3.4151 -1.0842 2.3699 0.142
H -3.3558 -0.2096 5.3134 0.171
C 0.5538 1.1821 -0.4508 -0.069
C 0.5538 0.4109 0.8912 -0.304
O -0.4834 -0.5427 0.7236 0.162
C -0.3861 -0.9285 -0.5491 -0.500
O -1.0103 -1.7812 -1.1088 0.188
O 0.3400 0.0535 -1.2501 0.000
F 0.2426 1.2017 1.9200 0.090
H 1.4466 1.7594 -0.6911 0.142
H -0.2974 1.8630 -0.4558 0.140
H 1.5188 -0.0255 1.1490 0.147
```



No. 2
A structure of composition C18H29GaGeOS2, computed with ωB97M-V with the def2-TZVPD basis set.

Summary:
- 2S+1: 1
- Calculated total energy: -5576.6574 Ha

Structure (XYZ):
```
52
Properties=species:S:1:pos:R:3:lowdin_charge:R:1
Ga 0.8501 0.9130 -0.6992 0.067
C 4.3432 -1.6434 0.3690 -0.131
C 3.1243 -0.7516 0.3503 -0.739
S 2.5658 -0.3759 -1.2927 0.692
C 2.5342 -0.3098 1.4717 -0.743
C 3.0175 -0.6788 2.8475 -0.124
S 1.0943 0.7257 1.5151 0.706
H 4.7374 -1.7769 -0.6362 0.052
H 4.1108 -2.6335 0.7680 0.083
H 5.1407 -1.2165 0.9791 0.075
H 4.0295 -1.0783 2.8320 0.064
H 2.3653 -1.4334 3.2964 0.076
H 3.0027 0.1909 3.5056 0.067
C 0.2607 4.4959 -4.1205 -0.228
Ge 0.3914 2.6307 -3.5326 0.728
C 2.0772 1.8858 -4.1875 -0.230
C -1.0961 1.6051 -4.2891 -0.220
C 0.2703 2.5589 -1.5817 -0.376
H 0.2793 4.5640 -5.2086 0.015
H 1.0982 5.0741 -3.7285 0.016
H -0.6636 4.9514 -3.7638 0.015
H 2.1712 2.0702 -5.2585 0.018
H 2.1299 0.8096 -4.0189 -0.005
H 2.9294 2.3410 -3.6822 0.023
H -1.0860 1.6572 -5.3785 0.016
H -2.0527 1.9943 -3.9375 0.017
H -1.0269 0.5571 -3.9957 0.012
H -0.7715 2.7499 -1.3087 0.005
H 0.8682 3.3638 -1.1452 0.008
C -2.0743 -2.7141 4.8320 -0.040
C -2.0594 -2.1175 3.4546 -0.243
C -2.9729 -1.1349 3.0925 0.000
C -2.9769 -0.5889 1.8198 -0.198
C -3.9829 0.4819 1.4878 -0.039
C -1.9987 -1.0125 0.8986 -0.127
C -1.9894 -0.3647 -0.4025 -0.138
O -1.0118 -0.1250 -1.1093 -0.042
C -1.0690 -2.0141 1.2402 -0.198
C -0.0433 -2.5415 0.2849 -0.026
C -1.1374 -2.5567 2.5134 0.000
H -2.7359 -2.1627 5.4980 0.076
H -1.0729 -2.7140 5.2638 0.085
H -2.4151 -3.7507 4.7989 0.088
H -3.6993 -0.7890 3.8182 0.117
H -4.6686 0.6188 2.3216 0.079
H -4.5796 0.2278 0.6101 0.083
H -3.5014 1.4420 1.2943 0.093
H -2.9649 -0.0477 -0.7973 0.138
H -0.4160 -2.6031 -0.7366 0.092
H 0.2748 -3.5350 0.5991 0.090
H 0.8374 -1.8992 0.2657 0.026
H -0.4373 -3.3396 2.7832 0.125
```



No. 3
An isolated molecule of C4H5FS at a distorted geometry, computed with ωB97M-V with the def2-TZVPD basis set.

Summary:
- 2S+1: 1
- Energy above the lowest of the compared OMol25 structures with the same formula, charge and spin: 46.8 kcal/mol
- Structure (SMILES): C/C(F)=C/C=S
- Calculated total energy: -653.3663 Ha

Structure (XYZ):
```
11
Properties=species:S:1:pos:R:3:lowdin_charge:R:1
C -1.6280 -0.6107 0.0318 -0.027
C -0.5175 0.4371 -0.0426 -0.387
F -0.8292 1.6432 0.0461 0.181
C 0.7520 -0.1351 -0.1483 -0.155
C 1.8995 0.7239 -0.0009 -0.701
S 3.4191 0.1619 0.0465 0.647
H -2.5037 -0.7155 -0.7075 0.116
H -2.0622 -0.3757 0.8918 0.009
H -1.0230 -1.6109 0.3908 0.136
H 0.6719 -1.2940 -0.2465 0.131
H 1.8213 1.7757 -0.2611 0.049
```



No. 4
A cluster of 2 separate species, C3H11N3 in total at a distorted geometry, computed with ωB97M-V with the def2-TZVPD basis set.

Summary:
- 2S+1: 1
- Energy above the lowest of the compared OMol25 structures with the same formula, charge and spin: 115.0 kcal/mol
- Calculated total energy: -284.9946 Ha

Structure (XYZ):
```
17
Properties=species:S:1:pos:R:3:lowdin_charge:R:1
C 1.8108 0.4891 0.1382 -0.075
C -0.9016 1.5052 0.0555 -0.118
C 0.4971 -0.1451 0.4963 -0.527
N 0.3200 -0.6969 1.6279 0.069
H -0.5817 -1.1573 1.7351 0.023
H 1.7549 1.0344 -0.8038 0.074
H 2.0945 1.1853 0.9248 0.085
H -0.3441 2.2266 0.6537 -0.004
H -1.1475 1.9924 -0.8985 -0.011
H -1.8232 1.2478 0.5877 -0.010
H 2.5854 -0.2840 0.0752 0.079
N -0.1097 -0.8851 -0.8934 -0.051
N -1.2527 -1.7207 -0.7298 0.041
H -1.0639 -2.3749 0.0279 0.079
H 0.6153 -1.4026 -1.4012 0.151
H -0.4502 0.0877 -1.1734 0.107
H -2.0034 -1.1021 -0.4222 0.086
```



No. 5
An isolated molecule of C18H14N6O2S at a distorted geometry, computed with ωB97M-V with the def2-TZVPD basis set.

Summary:
- 2S+1: 1
- Structure (SMILES): Nc1nccc(Oc2ccc(NC(=O)Nc3nc4ccccc4s3)cc2)n1
- Calculated total energy: -1571.5073 Ha

Structure (XYZ):
```
41
Properties=species:S:1:pos:R:3:lowdin_charge:R:1
N -2.4929 -1.4298 6.3602 0.104
C -3.0689 -0.1928 5.9200 -0.421
N -3.5830 0.5319 6.9405 0.101
C -4.0826 1.6955 6.5880 -0.148
C -4.1258 2.0939 5.2840 -0.003
C -3.5223 1.2848 4.3238 -0.293
O -3.5996 1.4982 2.9474 0.038
C -2.9033 0.7224 2.0324 -0.240
C -1.4692 0.9289 1.9662 0.013
C -0.8122 0.5606 0.8197 -0.036
C -1.4016 -0.0174 -0.2943 -0.235
N -0.5442 -0.4029 -1.3420 0.124
C 0.4068 0.4034 -1.8676 -0.559
O 1.0504 1.1935 -1.2261 0.062
N 0.9024 0.0656 -3.1109 0.102
C 2.2520 0.0487 -3.5238 -0.569
N 2.2620 -0.3702 -4.7327 0.121
C 3.6403 -0.5995 -4.9994 -0.317
C 4.1271 -1.3993 -6.0343 -0.053
C 5.4472 -1.6219 -6.2401 -0.098
C 6.3899 -1.1952 -5.2688 -0.096
C 5.8927 -0.6256 -4.1319 -0.088
C 4.5069 -0.2596 -3.9969 -0.520
S 3.7353 0.4952 -2.6996 1.137
C -2.8005 -0.2836 -0.2146 -0.029
C -3.5354 0.1486 0.8974 -0.026
N -2.8492 0.2716 4.7377 0.196
H -1.5792 -1.4604 5.8798 0.099
H -2.6538 -1.5940 7.3568 0.089
H -4.4876 2.3295 7.4276 0.132
H -4.7865 2.8502 4.9680 0.098
H -1.0808 1.3791 2.8695 0.115
H 0.3059 0.6270 0.9047 0.135
H -1.0334 -0.9914 -2.0998 0.184
H 0.3989 -0.6780 -3.5967 0.140
H 3.2811 -1.6808 -6.7622 0.141
H 5.8395 -1.9608 -7.2163 0.112
H 7.4559 -1.2307 -5.4394 0.102
H 6.6481 -0.3327 -3.4009 0.105
H -3.4220 -0.8352 -1.0020 0.128
H -4.7088 0.0332 0.9763 0.154
```



No. 6
A structure of composition C35H25BCl2F4LaN4O2P at a distorted geometry, computed with ωB97M-V with the def2-TZVPD basis set.

Summary:
- Net charge: +2
- 2S+1: 1
- Energy above the lowest of the compared OMol25 structures with the same formula, charge and spin: 0.0 kcal/mol
- Calculated total energy: -3435.7004 Ha

Structure (XYZ):
```
75
Properties=species:S:1:pos:R:3:lowdin_charge:R:1
La 1.3476 -0.2072 -1.0722 1.885
O -4.5353 4.2128 -4.1231 0.125
N -3.9150 3.2349 -4.4741 -0.330
O -4.1355 2.5655 -5.4625 0.109
C -2.7316 2.8838 -3.6509 -0.045
C -2.1065 3.9162 -3.0518 0.089
C -0.9588 3.7062 -2.2349 -0.102
C -0.2456 4.7747 -1.6624 0.054
C 0.8323 4.5070 -0.8577 0.001
C 1.1549 3.1760 -0.5996 -0.096
N 0.5099 2.1468 -1.1328 -0.047
C -0.5217 2.3982 -1.9797 -0.135
C -1.1615 1.2963 -2.6657 -0.126
N -0.6440 0.0553 -2.4866 -0.056
C -1.1454 -0.9572 -3.1794 -0.114
C -2.2067 -0.8158 -4.0655 0.014
C -2.7797 0.4216 -4.2243 0.065
C -2.2544 1.5301 -3.5271 -0.033
H -2.4820 4.9208 -3.1933 0.147
H -0.5553 5.7912 -1.8702 0.142
H 1.4144 5.3009 -0.4126 0.128
H 1.9744 2.9401 0.0728 0.122
H -0.6895 -1.9315 -3.0347 0.127
H -2.5649 -1.6733 -4.6166 0.131
H -3.6052 0.5534 -4.9035 0.121
Cl 1.7210 -2.9477 -0.5200 0.707
C 0.5464 -3.6643 0.5770 -0.593
C 0.5041 -5.0441 0.6605 -0.078
C -0.3906 -5.6367 1.5362 -0.032
C -1.2248 -4.8521 2.3212 -0.032
C -1.1788 -3.4734 2.2138 -0.065
C -0.2894 -2.8516 1.3364 -0.388
P -0.2874 -1.0224 1.1930 0.970
C -2.0832 -0.6810 1.1921 -0.373
C -2.7804 -0.9921 0.0241 -0.108
C -4.1541 -0.8334 -0.0371 -0.058
C -4.8442 -0.3559 1.0694 -0.050
C -4.1576 -0.0540 2.2355 -0.049
C -2.7806 -0.2155 2.3033 -0.078
C 0.2851 -0.4689 2.8320 -0.416
C 0.1911 0.8962 3.1189 -0.124
C 0.6421 1.3833 4.3347 -0.055
C 1.2106 0.5173 5.2602 -0.049
C 1.3322 -0.8333 4.9674 -0.050
C 0.8715 -1.3319 3.7562 -0.083
H 1.1616 -5.6489 0.0498 0.121
H -0.4371 -6.7149 1.6020 0.126
H -1.9147 -5.3148 3.0138 0.123
H -1.8380 -2.8587 2.8136 0.121
H -2.2470 -1.3986 -0.8242 0.079
H -4.6920 -1.0891 -0.9412 0.113
H -5.9174 -0.2290 1.0257 0.118
H -4.6958 0.3016 3.1042 0.119
H -2.2559 0.0199 3.2197 0.105
H -0.2521 1.5687 2.3911 0.108
H 0.5438 2.4362 4.5642 0.117
H 1.5549 0.8983 6.2123 0.119
H 1.7804 -1.5080 5.6850 0.119
H 0.9678 -2.3868 3.5360 0.109
Cl 7.2818 0.4834 -0.7360 0.778
C 5.8623 0.2488 0.1861 -0.634
C 5.9161 0.0998 1.5659 -0.034
C 4.7272 -0.0756 2.2544 -0.013
C 3.5388 -0.1061 1.5528 -0.125
N 3.4777 0.0262 0.2159 -0.127
C 4.6296 0.2033 -0.4494 -0.140
H 6.8679 0.1209 2.0796 0.129
H 4.7161 -0.1889 3.3294 0.124
H 2.6033 -0.2410 2.0807 0.078
H 4.5900 0.3086 -1.5270 0.102
F 2.4942 0.8661 -2.7104 -0.102
B 2.6418 -0.2505 -3.7186 -1.155
F 1.8059 -1.2966 -3.0127 -0.138
F 3.9188 -0.6590 -3.6755 0.233
F 2.0422 0.0998 -4.8534 0.257
```